[1]
30
Properties=species:S:1:pos:R:3:forces:R:3 method="wB97M-V/def2-TZVPD" relative_energy_kj_mol=25.5 spin_multiplicity=2 total_charge=-1 lumo_energy_ha="0.12576 / 0.12242"
H 0.4203 -0.0958 0.1193 -0.10 0.00 0.16
H 1.0129 3.0243 1.0100 -0.23 -0.21 -0.12
H 0.1236 -0.8088 -2.6286 -0.10 -0.13 0.00
O -1.9025 2.1380 -0.2684 0.12 0.29 -0.60
H 0.0661 0.6300 -1.5859 0.16 -0.09 0.07
O 0.6635 3.5618 0.2945 0.24 0.31 -0.17
N 0.0365 -0.3524 1.0210 -0.21 -0.32 -0.44
H -2.0203 1.6478 0.5513 0.10 -0.19 -0.13
H 0.9923 -0.7169 2.8108 -0.01 -0.32 0.23
C 1.0672 -1.0616 1.7757 -0.11 0.70 0.24
H -1.2366 -1.9478 1.5054 -0.01 -0.08 -0.03
H -1.9279 1.4626 -0.9867 -0.18 -0.03 0.86
C -0.5244 -0.0222 -2.2330 -0.34 0.61 -0.26
H 2.9616 -0.2781 -0.8642 -0.20 0.45 0.11
C 2.6947 -1.0613 -0.1576 0.90 -0.62 -1.27
H -2.4268 -0.7331 -2.2328 -0.03 -0.23 -0.09
H 1.9041 -1.6246 -0.6569 -0.40 0.15 0.34
H 2.3610 0.4621 1.3617 0.49 0.28 -0.14
H 0.9166 -2.1368 1.7547 0.15 -0.36 -0.12
H -0.7571 -2.3052 -1.0301 -0.02 -0.06 0.17
H 3.5501 -1.7427 -0.2606 -0.04 0.03 0.45
H -0.8374 0.6427 -3.0519 0.09 -0.27 -0.04
H 3.2194 -0.9899 1.9191 -0.05 0.16 0.10
N -1.7294 -0.4792 -1.5402 0.81 -0.07 0.06
C -1.4955 -1.6084 -0.6207 -0.42 0.73 -0.02
H -2.0747 -0.4867 1.0069 0.05 0.03 0.32
H -2.4749 -2.0863 -0.5401 0.01 -0.49 -0.06
C -1.2035 -1.1154 0.7977 -0.08 0.26 -0.26
H -0.0514 3.0564 -0.1251 -0.16 -0.14 0.35
C 2.4295 -0.6177 1.2640 -0.43 -0.39 0.27

---

[2]
30
Properties=species:S:1:pos:R:3:forces:R:3 method="wB97M-V/def2-TZVPD" relative_energy_kj_mol=183.4 total_charge=0 lumo_energy_ha=0.01544
H 1.5384 0.9115 -1.2149 0.29 -0.12 -0.68
C -2.3336 1.1475 0.6044 -0.12 0.89 0.19
H 0.7023 1.8408 0.8137 -0.14 -0.14 -0.24
C -2.7036 -1.3385 0.4548 -0.22 0.97 -2.25
H 1.4141 -1.8460 -2.2690 0.54 -0.56 -0.75
H 3.1230 0.0623 0.5488 -0.39 -0.17 0.40
H -2.2496 -2.2592 0.0888 0.08 -0.42 1.05
H -2.2227 1.4294 1.6574 -0.26 -0.33 0.01
O 2.3633 -1.9602 -2.0447 -1.41 0.67 0.74
H -1.8372 1.9875 0.1153 -0.12 -0.06 -0.40
H -3.1673 -1.2701 1.4403 0.33 -0.65 0.01
H -3.5085 -1.2260 -0.2851 -0.17 0.30 0.23
C 2.6310 1.0478 0.4722 2.04 -0.65 -1.02
H 1.4147 1.2995 2.2980 0.49 0.09 -0.25
H -0.8671 0.2518 2.3009 -0.08 -0.45 0.05
H -1.1811 -0.1259 -0.6638 0.00 -0.54 0.26
H -3.4021 1.1766 0.3952 -0.03 0.07 -0.29
N 0.7424 -0.2689 1.1525 -0.68 -0.61 0.27
H 3.1831 1.1376 -1.5839 -0.08 -0.39 0.02
H -0.5579 -0.8917 -3.4694 0.03 0.04 -0.03
H -0.8219 -1.4873 1.8472 0.29 -0.08 0.19
C 1.3372 1.0454 1.2263 -0.29 -0.12 0.59
H 1.1645 -1.0389 0.6679 0.43 0.32 -0.12
O -0.0040 -0.6018 -2.7370 -0.09 -0.02 -0.18
H -0.5748 -0.0574 -2.1871 -0.04 0.00 -0.12
C -1.6840 -0.1930 0.2966 -0.11 -0.14 2.90
H 2.2731 -1.3129 -1.3233 1.10 -0.11 0.03
N 2.4191 1.3348 -0.9604 -0.90 0.74 1.07
H 3.4444 1.6770 0.8497 -0.63 0.54 0.18
C -0.6351 -0.4715 1.5083 0.12 0.92 -1.83

---

[3]
31
Properties=species:S:1:pos:R:3:forces:R:3 method="wB97M-V/def2-TZVPD" relative_energy_kj_mol=46.8 total_charge=0 lumo_energy_ha=0.01978
H -3.6317 1.2721 -0.4251 0.07 0.04 0.00
N 1.1706 -0.1049 -0.2542 -1.54 0.96 0.09
H 1.5026 0.9594 2.7936 0.33 -0.24 0.19
C -0.1273 0.5001 -2.2643 0.63 -0.53 -0.59
H 0.6748 -1.8588 0.5073 -0.48 -0.69 0.59
O -2.7374 -0.9400 2.0947 -0.86 0.03 -0.41
C 1.5270 0.0422 2.1956 -0.65 1.95 -0.90
O 3.0744 -2.0015 -1.3316 -0.23 -0.02 0.05
H -3.4056 -1.5172 1.7025 0.20 -0.31 0.27
C 0.1266 -0.9211 0.4934 2.07 -0.26 -0.44
H -1.7456 1.7374 -2.5465 0.08 0.05 -0.03
O -2.8360 1.2892 0.1162 -0.12 -0.05 0.46
H -2.1486 0.9272 -0.4741 -0.31 0.05 -0.25
C 0.5379 0.9981 -0.9797 0.27 0.08 -0.23
H 3.0198 -0.1862 0.6049 0.21 0.19 0.33
H -0.6173 0.5415 1.8429 0.07 0.68 -0.04
H 0.0721 -0.5577 -2.4042 -0.39 -0.43 0.63
C 0.0785 -0.2791 1.8314 0.05 -1.41 1.93
H 2.6253 -2.7174 -0.8695 0.19 -0.13 -0.08
H 2.3687 1.4221 0.6860 -0.24 0.43 -0.13
H -0.8434 -1.1068 0.0507 0.00 0.45 -0.59
H -2.1043 0.2127 -2.9665 0.27 -0.39 -0.33
C 2.1072 0.3829 0.8021 0.83 -1.56 -0.16
H 2.0523 -0.7250 2.7590 -0.08 -0.19 -0.29
H -3.0315 -0.0960 1.7123 0.51 0.23 0.04
H 0.4642 0.8477 -3.1070 -0.16 0.77 -0.37
H 1.3253 1.6803 -1.2570 0.45 0.23 -0.19
N -1.5466 0.7670 -2.3439 -0.34 0.55 0.53
H 2.4427 -1.2655 -1.2052 -0.03 0.08 0.04
H -0.1309 1.6425 -0.3866 -0.26 -0.40 0.15
H -0.2640 -0.9449 2.6227 -0.52 -0.16 -0.26

---

| no. | energy (eV) |
| --- | --- |
| 1 | -13619.9354 |
| 2 | -13620.2808 |
| 3 | -15668.4801 |